--- i ---
DFT (the ωB97M-V functional and the def2-TZVPD basis) results for C34H40N5O4W as an isolated structure.

Summary:
Total charge ... +1
Spin multiplicity ... 1
Orbital gap ... 0.2444 hartree

Atoms and positions in Å:
1 W -0.21380 -0.46628 0.24390
2 O -1.77945 -1.43868 1.56206
3 O -1.68147 0.93409 -1.86518
4 O -0.23427 -2.48875 -0.52379
5 O -1.39051 -4.74988 -0.96639
6 N 2.32054 0.56048 1.16411
7 N -0.36079 1.27650 0.51942
8 N 0.74206 -1.93407 1.87348
9 N 1.18645 -1.66068 -2.11029
10 N 1.37732 -0.71063 -1.09453
11 C -2.66264 1.20384 -2.88470
12 C -2.39470 2.11302 2.49218
13 C -0.92406 -4.64312 -2.23220
14 C 0.01605 3.56869 -0.13220
15 C 2.36129 3.89941 -1.00307
16 C 3.06419 0.58976 0.05702
17 C -0.29550 4.91863 0.00149
18 C -2.46828 -1.31948 -1.82681
19 C 4.32527 1.15964 0.01043
20 C -1.51631 1.40609 3.52518
21 C 2.53936 -0.16591 -1.09774
22 C -1.48262 -2.08187 2.80957
23 C -1.61718 3.05683 1.59782
24 C 0.44442 -3.33817 3.78003
25 C -0.07798 -3.60997 -2.64621
26 C 4.82411 1.74538 1.16615
27 C 1.76853 -3.71953 3.73186
28 C 2.79820 1.12134 2.26360
29 C -0.03186 -2.45531 2.82100
30 C -1.24874 5.35123 0.90338
31 C 2.56923 -3.22636 2.70843
32 C -0.87921 -5.56982 -4.44842
33 C -1.54487 -0.26220 -1.29937
34 C 4.04785 1.73404 2.31130
35 C 0.31775 -2.54382 -1.71603
36 C 0.35209 -3.57522 -3.97948
37 C -0.03783 -4.54163 -4.87908
38 C 2.01848 -2.34599 1.80536
39 C -1.31752 -5.62282 -3.14218
40 C 0.48866 3.39366 -2.59616
41 C -3.26591 1.15998 1.66885
42 C -1.90344 4.41345 1.68681
43 C -0.64786 2.63721 0.67629
44 C 1.03321 3.16289 -1.18417
45 H -2.45765 2.21821 -3.21133
46 H -2.08976 -2.98485 2.89572
47 H -2.65498 4.73861 2.39604
48 H 4.90143 1.14003 -0.90522
49 H -0.37108 2.75532 -2.78833
50 H -2.66456 -1.04770 1.59331
51 H -2.12452 0.77162 4.17611
52 H -1.06931 -3.97101 -0.46882
53 H 0.30511 -4.50567 -5.90312
54 H 1.20900 2.09042 -1.07493
55 H -1.19292 -6.33684 -5.14435
56 H -2.65353 0.50516 1.03481
57 H 0.21389 5.63899 -0.62597
58 H -3.91482 1.71967 0.99474
59 H 1.00648 -2.77013 -4.28212
60 H 2.26732 4.95171 -1.27576
61 H 2.60685 -1.95666 0.98783
62 H -1.48398 6.40290 0.99565
63 H 2.16811 -4.40607 4.46578
64 H 4.39697 2.18400 3.22993
65 H 5.80314 2.20489 1.16709
66 H -3.07741 2.74018 3.06830
67 H -0.22644 -3.72805 4.53405
68 H -2.41572 -2.22540 -1.23452
69 H -0.74246 0.79943 3.05562
70 H -1.96769 -6.41353 -2.79383
71 H -3.49349 -0.94081 -1.80090
72 H 3.13021 3.46971 -1.64836
73 H 0.18069 4.43233 -2.72922
74 H -2.24511 -1.57332 -2.86756
75 H 1.25085 3.17230 -3.34580
76 H 2.15900 1.08736 3.13927
77 H -3.67000 1.15267 -2.47380
78 H -3.90856 0.55845 2.31773
79 H -1.01755 2.14062 4.15919
80 H 3.18671 -0.37915 -1.94399
81 H 2.71159 3.85211 0.02985
82 H -2.55850 0.51815 -3.72208
83 H 3.60210 -3.52496 2.60516
84 H -1.71767 -1.41664 3.64211

--- ii ---
DFT (the ωB97M-V functional and the def2-TZVPD basis) results for C34H40N5O4W as an isolated structure.

Summary:
Total charge ... +1
Spin multiplicity ... 1
Orbital gap ... 0.2371 hartree

Atoms and positions in Å:
1 W -0.30237 0.79983 -0.01019
2 O -2.38612 0.39780 -0.20170
3 O -4.73104 1.54926 -0.11987
4 O 1.79435 0.09717 -1.87103
5 O -1.13573 0.15389 2.36442
6 N 2.00126 1.39830 0.53194
7 N -0.72170 -1.02341 -1.15810
8 N -0.32920 2.19642 -1.06947
9 N -1.93380 -1.11161 -1.85450
10 N 0.91432 -1.07551 0.84983
11 C 1.72871 -3.26348 0.28708
12 C -0.83183 3.82940 -4.34086
13 C -0.12332 0.86615 -4.74344
14 C 0.94465 -2.15245 0.04203
15 C 0.09792 4.52820 -1.80204
16 C 2.51739 -3.26938 1.43103
17 C 3.10317 0.42644 -1.48113
18 C -4.64707 -1.15089 -2.61861
19 C -0.07869 -2.12002 -1.00913
20 C -0.02920 5.46659 -2.82071
21 C 4.38669 1.42822 0.36473
22 C 3.12596 1.10778 -0.13272
23 C 2.13983 2.04871 1.70314
24 C -6.39626 0.69196 -1.51077
25 C -5.95066 -1.10782 -3.05289
26 C 3.35049 2.40604 2.25626
27 C -6.82373 -0.17503 -2.49115
28 C -0.98494 1.37719 1.75337
29 C -5.07185 0.65312 -1.06891
30 C -2.30858 -0.16663 3.12620
31 C 2.45563 -2.18522 2.28971
32 C -1.12674 1.44137 -3.74397
33 C -4.17835 -0.27386 -1.63191
34 C 4.51089 2.08076 1.57150
35 C -1.85434 2.47165 2.27362
36 C -0.75654 2.85093 -3.35318
37 C -2.76987 -0.33632 -1.22007
38 C 2.26358 4.66281 -0.57819
39 C -2.54740 1.35183 -4.29450
40 C 1.64011 -1.10835 1.96572
41 C -0.31386 3.20642 -2.06807
42 C 0.78180 5.04024 -0.55066
43 C -0.48968 5.13827 -4.08192
44 C 0.08925 4.70257 0.75302
45 H -7.85149 -0.13124 -2.82502
46 H 1.65967 0.27962 -2.80760
47 H -2.41855 0.51339 3.96969
48 H 0.62513 5.14280 1.59590
49 H -1.16614 3.54911 -5.32938
50 H -2.15149 -1.18001 3.48577
51 H -3.78108 1.41857 0.06715
52 H 1.56139 -0.24776 2.61595
53 H 1.70476 -4.10329 -0.39174
54 H -6.29522 -1.78822 -3.81664
55 H -1.62570 2.70765 3.31738
56 H 0.03253 3.62671 0.90542
57 H 5.26009 1.15830 -0.21356
58 H 0.74174 6.12924 -0.64132
59 H -0.41341 -3.02527 -1.51046
60 H 1.21404 2.26713 2.21556
61 H 3.14564 -4.11843 1.65707
62 H -1.07714 0.82459 -2.85179
63 H -0.18528 1.36891 -5.70846
64 H -1.74910 3.37479 1.68342
65 H 3.01987 -2.16057 3.20896
66 H -0.92658 5.09872 0.76180
67 H -2.65068 1.92427 -5.21595
68 H -3.27505 1.73571 -3.58049
69 H -3.95407 -1.86701 -3.03570
70 H 3.37100 2.92653 3.20200
71 H -0.31383 -0.19502 -4.90344
72 H 2.39352 3.59407 -0.74660
73 H 3.72907 -0.47445 -1.42115
74 H -0.56158 5.89090 -4.85352
75 H 0.90549 0.98416 -4.39686
76 H 2.76598 5.18217 -1.39473
77 H 2.76054 4.93203 0.35417
78 H -3.19419 -0.12937 2.49060
79 H 5.48374 2.33396 1.96828
80 H -2.80875 0.31753 -4.51748
81 H -7.06276 1.41781 -1.06734
82 H -2.90276 2.15916 2.23556
83 H 0.26794 6.48646 -2.61278
84 H 3.57773 1.10296 -2.20011

Stability, highest: i

--- i ---
DFT (the ωB97M-V functional and the def2-TZVPD basis) results for one molecule with the formula C5H6IN.

Summary:
Total charge ... 0
Spin multiplicity ... 1
Orbital gap (alpha / beta) ... 0.2926 / 0.2918 hartree

Atoms and positions in Å:
1 I -1.83681 0.48805 2.13975
2 N -2.12820 0.84132 -1.16669
3 C 0.25695 -1.69507 0.06682
4 C -0.46654 0.35455 0.50686
5 C 1.05333 0.35067 0.65915
6 C 1.36801 -1.03076 0.26249
7 C -0.86577 0.64909 -0.86535
8 H -0.06721 1.00005 -1.54572
9 H -2.27159 1.27190 -2.02188
10 H -0.16517 -2.62553 0.12857
11 H 2.26984 -1.48296 0.25858
12 H 1.47190 0.72876 1.63525
13 H 1.38126 1.14994 -0.05784

--- ii ---
DFT (the ωB97M-V functional and the def2-TZVPD basis) results for one molecule with the formula C5H6IN.

Summary:
Total charge ... 0
Spin multiplicity ... 1
Orbital gap (alpha / beta) ... 0.2611 / 0.2554 hartree

Atoms and positions in Å:
1 I 2.66759 -1.50687 -3.39476
2 N -0.37913 -0.30613 -0.34362
3 C -0.40099 -0.98140 -2.64716
4 C -0.44202 0.17350 1.95587
5 C 0.00418 0.53717 0.55411
6 C 0.13623 -0.14314 -1.67007
7 C 0.66202 -1.72420 -2.91382
8 H 0.56484 1.38445 0.25070
9 H -0.84962 -0.83502 1.93516
10 H 0.34452 0.52876 2.62300
11 H -1.19176 0.89248 2.29690
12 H 0.92814 0.62767 -1.75179
13 H -1.28981 -1.52584 -2.53767

Stability, highest: i

--- i ---
DFT (the ωB97M-V functional and the def2-TZVPD basis) results for one molecule with the formula C2H4ClNS.

Summary:
Total charge ... 0
SMILES ... CS/C=N/Cl
Spin multiplicity ... 1
Orbital gap ... 0.3570 hartree

Atoms and positions in Å:
1 Cl -2.44318 3.29093 1.63100
2 S 0.28557 -0.01051 1.12948
3 N -1.39136 2.08222 0.80081
4 C -0.79860 1.21729 1.59307
5 C 0.26695 -0.56719 -0.62136
6 H -0.63219 1.22005 2.66655
7 H 0.30845 -1.69606 -0.48060
8 H 0.92611 -0.22647 -1.27438
9 H -0.74077 -0.33065 -0.89776

--- ii ---
DFT (the ωB97M-V functional and the def2-TZVPD basis) results for C2H4ClNS as an isolated structure.

Summary:
Total charge ... 0
Spin multiplicity ... 1
Orbital gap ... 0.3411 hartree

Atoms and positions in Å:
1 Cl 1.14694 -1.53893 -1.77756
2 S 1.24381 1.90477 -0.57885
3 N -0.50115 0.23554 0.66892
4 C -0.29426 -0.95048 0.01544
5 C 0.02267 1.40577 0.58385
6 H 0.00480 -1.65850 0.79845
7 H -0.20728 2.10162 1.32100
8 H 1.59363 0.73827 -0.84252
9 H -1.27080 -1.32992 -0.45191

--- iii ---
DFT (the ωB97M-V functional and the def2-TZVPD basis) results for one molecule with the formula C2H4ClNS.

Summary:
Total charge ... 0
SMILES ... NC(=S)CCl
Spin multiplicity ... 1
Orbital gap ... 0.3237 hartree

Atoms and positions in Å:
1 Cl -2.09681 -0.16059 -0.21958
2 S 2.06657 -0.47414 -0.15498
3 N 0.35136 1.56755 0.04391
4 C -0.53232 -0.66856 0.47355
5 C 0.58943 0.26690 0.14115
6 H -0.75251 -0.61825 1.53224
7 H -0.37936 -1.70993 0.26548
8 H 1.12890 2.07541 -0.33554
9 H -0.21854 2.00618 0.75478

Stability, highest: iii